Record 1
This record from the OMol25 dataset describes a structure of composition C31H44AsBN7O3OsS5. The level of theory is ωB97M-V/def2-TZVPD.

Each line ends with the Mulliken spin population.
Positions of all 93 atoms, in Å:
O -0.792 -1.978 -5.968  0.0014
N -1.805 0.492 0.185  0.2188
C -3.566 0.687 -1.713  -0.0418
C -4.224 -0.557 -2.332  0.0013
H -1.672 0.640 -2.838  -0.0275
H 0.895 5.197 1.172  -0.0049
H 4.719 -2.452 0.391  -0.0001
O 1.367 -2.914 -5.219  0.0011
H 2.347 -0.178 -2.391  0.0052
C -0.505 0.997 5.098  0.0003
C 0.192 1.611 3.926  0.0004
H -0.339 1.621 5.975  0.0003
S -1.239 4.408 -3.797  0.0692
C -1.268 -4.645 -3.891  0.0008
H -4.805 -0.750 0.479  0.0002
C 0.969 -2.298 1.813  0.0026
H -3.123 -0.697 3.825  0.0006
H 2.534 -3.566 0.949  -0.0004
C 3.272 -1.462 -0.920  -0.0088
H -4.360 -1.608 2.947  0.0002
H 4.688 -0.689 0.546  0.0002
As 0.066 4.220 -2.203  0.0304
H 5.440 -1.440 -0.873  -0.0003
Os 0.025 1.323 -0.613  3.0324
S -0.990 3.349 -0.371  0.1646
H -3.481 -1.331 -2.540  -0.0010
C 3.166 -2.677 -1.850  -0.0005
H -0.690 -3.320 2.736  0.0001
H -4.994 -0.988 -1.690  0.0000
H 2.253 -2.644 -2.448  0.0007
C 3.234 -0.201 -1.759  0.0193
H -2.292 2.269 -2.532  -0.0220
C -3.781 -0.432 0.584  -0.0126
C 1.986 -2.637 0.960  0.0018
N 0.302 -1.063 -3.878  0.0179
H -0.792 -0.811 3.250  0.0008
H -4.189 2.635 -0.975  -0.0026
C -1.426 -3.240 -1.441  0.0042
H 4.105 -0.176 -2.419  -0.0079
C 2.400 3.880 2.047  -0.0344
H -1.581 0.918 4.935  -0.0001
C -3.016 0.271 -0.354  -0.0267
H -2.719 -2.244 3.098  0.0005
C -2.974 -0.638 1.680  -0.0043
N 0.573 -1.049 1.500  -0.0141
H -2.300 -6.206 -2.850  -0.0001
N 1.305 -0.564 0.448  0.1420
O -0.181 -0.600 -1.669  -0.0561
H -2.438 -4.989 -0.715  0.0000
C 1.025 2.699 3.894  0.0076
C -0.747 -3.373 -3.745  0.0007
C 4.610 -1.517 -0.164  0.0000
H 0.450 -2.623 3.881  0.0000
C 1.428 2.835 2.550  0.0187
C 3.009 3.472 0.713  -0.0236
H 4.010 -2.681 -2.546  0.0000
H -5.443 1.386 -0.829  0.0004
H 0.892 -4.069 2.963  0.0002
S 1.237 2.255 -2.278  0.2836
H 3.722 4.230 0.380  -0.0056
N 0.846 1.895 1.809  0.1483
H 2.392 6.002 1.615  0.0005
H -3.054 1.246 -3.715  0.0039
H 4.017 3.060 3.264  0.0001
H -0.132 -0.005 5.315  0.0000
H -5.057 2.087 -2.413  -0.0009
N -1.781 -0.086 1.421  -0.0429
S 0.098 -2.320 -4.895  0.0002
H -4.689 -0.274 -3.279  0.0000
H 1.316 3.309 4.734  -0.0002
C 3.526 4.019 3.080  0.0016
H 2.258 3.393 -0.064  0.0238
C -4.633 1.763 -1.460  0.0076
H -1.206 -5.177 -4.831  0.0001
C 1.683 5.230 1.923  0.0092
H 3.524 2.508 0.799  0.0013
H 3.181 -3.617 -1.294  0.0002
N 0.099 1.136 2.666  -0.0595
C 0.368 -3.115 2.912  -0.0008
C -0.191 -1.338 -2.692  -0.0079
H -1.472 -2.677 -0.514  -0.0010
C 2.171 -1.525 0.120  0.0091
S 1.329 5.785 -1.688  0.0851
C -3.306 -1.335 2.960  0.0011
B -0.484 -0.216 2.255  -0.0142
C -1.956 -4.520 -1.565  -0.0001
H 1.245 5.515 2.884  -0.0011
C -0.825 -2.688 -2.556  -0.0112
H 4.273 4.722 2.701  -0.0001
H 3.260 0.694 -1.137  0.0004
C -1.878 -5.211 -2.776  -0.0004
H 3.160 4.406 4.034  0.0001
C -2.572 1.241 -2.734  0.1145

Calculated values
strongest force on any atom: 0.53 eV/A
2S+1: 5
energy: -167599.06677 eV
orbital gap (spin up / spin down): 7.283 / 5.372 eV
HOMO (spin up / spin down): -5.3338 / -5.3059 eV
charge: -1


Record 2
This record from the OMol25 dataset describes a structure of composition C31H44BrHgN3P2 at a distorted geometry. The level of theory is ωB97M-V/def2-TZVPD.

Each line ends with the Mulliken charge.
Positions of all 82 atoms, in Å:
C 3.593 1.098 -1.452  -1.0907
C 0.549 -7.658 0.261  -0.5391
C 2.925 -8.320 -0.979  -0.3669
H -3.170 2.317 -1.651  0.3471
H 1.144 3.534 1.652  0.4406
H 1.420 -1.863 -2.566  0.5921
H 0.631 3.048 -2.560  -0.8348
H 1.461 3.867 -4.793  0.4076
C 3.143 2.172 -0.427  -0.4235
C -0.180 -2.532 0.238  -0.7973
H -1.922 -1.253 0.691  0.4025
C -1.340 -1.842 -0.030  -0.3242
C -1.915 1.319 4.924  -0.5853
H 2.598 3.788 3.490  0.4098
H 1.940 -1.792 2.553  0.4452
C 1.487 2.573 2.075  -0.0022
H 0.936 5.154 -3.677  0.3483
H -4.328 3.412 -3.743  0.3717
N 2.193 -9.277 -0.386  -0.5492
C 1.364 -4.104 -0.933  -0.8147
C 2.353 -0.196 1.197  -0.0676
N -1.524 -0.194 3.114  -0.1496
H -0.112 4.706 -5.021  0.3931
H 1.982 -0.227 3.365  0.3787
C 2.682 2.794 3.018  -1.1452
C -2.741 2.335 -2.661  0.5921
H 3.986 2.624 0.117  0.5541
H -2.112 1.433 -2.776  -0.5442
C -2.836 -0.424 3.024  -0.4092
C -3.761 0.233 3.847  -0.7720
C 0.637 -2.874 -0.859  0.6358
C -3.291 1.149 4.781  0.7351
N -4.947 2.576 6.199  -0.3828
H -0.457 4.778 -0.926  0.2811
C 0.595 4.308 -4.287  -1.4676
H 0.557 -0.678 2.389  0.0466
H -0.078 -5.101 0.277  0.3784
H -3.525 5.105 -0.566  0.3271
H 2.080 -0.860 0.352  -0.0281
Br -3.463 -1.973 -1.999  -0.0171
H 0.616 2.168 2.621  0.0482
H 2.657 2.995 -0.976  0.2169
H -4.595 1.639 -3.534  0.3744
H -3.198 -1.135 2.272  0.6442
H 0.481 -9.804 0.681  0.3606
C 0.874 -5.212 -0.274  -0.2115
H -2.230 5.970 0.286  0.3901
H -1.612 3.509 -0.362  0.0138
C -0.060 3.248 -3.396  0.7547
H -3.441 2.277 -4.751  0.3303
C -0.677 -1.434 -2.241  -1.0651
C -1.485 4.393 -1.016  0.1728
H 4.196 1.565 -2.241  0.3963
C -4.205 1.917 5.584  -0.1993
C -1.721 -1.837 -1.377  -0.3573
C 1.025 -8.972 0.212  -0.3120
H 0.022 0.700 4.202  0.5572
H -0.938 -0.787 -3.068  0.9240
H -2.534 6.272 -1.455  0.3853
C -2.506 5.503 -0.671  -1.3925
H 2.236 -4.166 -1.589  0.3324
H 2.730 2.022 3.801  0.3230
H -1.517 2.008 5.662  0.4680
H 0.097 -2.813 1.219  1.0774
H -0.253 2.314 -3.936  0.3395
P 1.895 1.493 0.694  -0.1274
P -1.651 3.782 -2.716  -0.2453
C -1.060 0.603 4.084  -0.4355
H 2.748 0.590 -1.952  0.2217
C 1.659 -0.735 2.449  -1.0679
H 3.178 -6.213 -1.394  0.3015
H 3.454 -0.234 1.303  0.6223
C 2.524 -6.967 -0.971  -0.3965
C 0.564 -1.946 -1.929  -0.5631
C -3.847 2.422 -3.738  -1.3129
H 3.871 -8.634 -1.458  0.3509
H 4.198 0.312 -0.979  0.3253
H -0.379 -7.461 0.792  0.3570
H 3.622 2.774 2.450  0.3087
H -4.826 0.063 3.739  0.4774
Hg 0.203 1.269 -0.975  1.1545
C 1.327 -6.615 -0.321  0.6821

Calculated values
strongest force on any atom: 3.21 eV/A
2S+1: 1
energy: -130106.15999 eV
orbital gap (spin up / spin down): 3.816 / 3.817 eV
HOMO (spin up / spin down): -12.7288 / -12.7290 eV
relative energy (zero: lowest compared OMol25 entry of this formula, charge and spin): 110.7 kJ/mol
charge: +2


- The lowest charge belongs to which entry?
  C31H44AsBN7O3OsS5